A structure of composition C48H121BN11O19Pb in a non-equilibrium geometry, computed with ωB97M-V/def2-TZVPD.

Output
E_LUMO = -3.27 eV
HOMO-LUMO gap = 6.43 eV
Net charge = +1
Energy relative to the best compared isomer or geometry (same formula, charge and spin) = 163.8 kcal per mole
Total energy = -112944.901 eV
M = 1374.57 g mol⁻¹

```
201
Properties=species:S:1:pos:R:3:forces:R:3:lowdin_charge:R:1
Pb -23.395 -6.270 -4.954 -0.22 0.89 0.61 1.647
O -21.871 -4.062 -3.909 1.03 1.79 0.95 0.043
C -21.641 -2.996 -3.344 0.31 -0.43 0.12 -0.298
O -20.523 -2.549 -2.736 -1.64 -1.47 -1.77 0.247
B -20.742 -1.211 -2.194 0.46 0.66 1.78 -0.895
O -22.122 -0.807 -2.502 -1.98 -3.31 -2.60 0.195
C -22.719 -1.891 -3.193 -2.03 2.79 0.14 -0.188
O -23.903 -1.938 -3.632 4.94 0.35 1.48 0.030
O -19.695 -0.224 -2.560 -0.78 -0.46 0.11 0.212
C -19.224 0.313 -1.448 3.57 3.87 1.21 -0.300
O -18.387 1.260 -1.356 -3.41 -3.82 -0.71 0.098
C -19.840 -0.415 -0.220 1.22 0.44 1.04 -0.364
O -20.663 -1.299 -0.691 -0.95 -0.78 -1.05 0.194
O -19.561 -0.266 0.945 -0.46 -0.77 -1.45 0.123
C -20.063 -8.870 -3.125 0.06 -2.65 0.31 -0.047
C -21.284 -8.397 -3.811 -0.89 1.09 0.31 -0.440
C -22.637 -8.971 -3.312 0.69 -0.66 0.33 -0.181
O -23.744 -8.672 -4.122 -0.74 0.13 -2.21 -0.395
C -24.790 -9.667 -4.266 0.63 0.13 1.00 -0.028
N -21.281 -6.963 -3.642 -0.59 1.62 -0.09 -0.039
H -19.205 -8.516 -3.698 0.18 -0.14 0.42 0.104
H -20.149 -9.955 -3.185 0.85 -0.39 -0.21 0.090
H -19.987 -8.726 -2.047 -0.09 0.78 -0.12 0.081
H -21.164 -8.618 -4.872 -0.31 -0.15 -0.19 0.147
H -22.989 -8.557 -2.367 1.06 -0.28 0.78 0.126
H -22.436 -10.041 -3.267 -0.50 -0.22 0.28 0.138
H -25.036 -9.941 -3.240 -0.17 -0.61 -0.07 0.100
H -24.450 -10.509 -4.869 0.10 -0.05 0.20 0.102
H -25.706 -9.273 -4.705 0.44 0.56 -0.15 0.088
H -20.366 -6.565 -3.803 0.35 0.08 -1.05 0.096
H -21.274 -6.757 -2.653 -0.95 0.11 0.90 0.061
C -21.236 1.978 2.761 0.40 -0.19 -0.86 -0.068
C -20.370 2.597 1.613 -0.87 -0.78 3.74 -0.395
C -20.571 4.114 1.837 0.91 -0.13 -1.68 -0.229
O -21.921 4.463 1.665 -1.65 1.87 -0.34 -0.206
C -22.179 5.888 1.351 0.53 -0.58 -0.34 -0.065
N -18.991 2.131 1.923 -0.80 1.66 -0.86 0.061
H -21.258 0.891 2.838 -0.17 -0.24 -0.74 0.055
H -22.228 2.398 2.596 -0.14 -0.21 0.82 0.060
H -20.723 2.215 3.693 -0.44 0.72 0.12 0.078
H -20.850 2.380 0.658 0.42 -0.29 -0.50 0.116
H -20.035 4.486 0.964 0.58 0.97 0.23 0.114
H -20.223 4.497 2.796 0.44 -0.23 -0.03 0.133
H -22.157 6.109 0.284 0.29 -0.64 -0.40 0.068
H -21.464 6.604 1.756 0.34 -0.45 0.53 0.081
H -23.162 6.266 1.629 -0.14 -0.87 0.62 0.078
H -18.391 2.523 1.211 0.50 0.02 -0.13 0.056
H -18.962 1.132 1.777 0.02 0.29 0.09 0.011
C -25.201 -2.491 -7.002 -0.62 0.05 -1.28 -0.037
C -24.553 -3.857 -6.816 -1.05 1.39 1.05 -0.396
C -23.068 -3.698 -7.169 -0.11 -1.95 0.19 -0.129
O -22.496 -5.019 -6.940 1.38 0.64 -1.38 -0.397
C -21.062 -5.183 -7.186 0.05 -0.88 1.28 -0.059
N -24.828 -4.121 -5.411 1.55 -0.98 0.88 -0.012
H -25.282 -2.217 -8.054 0.58 0.58 0.02 0.092
H -24.636 -1.823 -6.351 0.18 0.49 -0.56 0.085
H -26.229 -2.386 -6.655 -0.10 -0.65 0.24 0.080
H -25.048 -4.723 -7.255 0.39 0.31 -1.25 0.141
H -22.466 -3.046 -6.537 -0.57 0.57 0.01 0.132
H -23.005 -3.425 -8.222 0.22 0.06 0.00 0.144
H -20.759 -5.812 -6.349 0.23 -0.11 0.15 0.054
H -20.396 -4.324 -7.104 -0.75 0.61 -0.09 0.102
H -20.744 -5.762 -8.054 -0.88 0.28 -0.51 0.095
H -25.758 -4.489 -5.274 0.01 0.36 -0.06 0.048
H -24.705 -3.257 -4.901 0.05 -0.09 0.64 0.047
C -23.999 -4.049 2.267 0.47 0.67 -0.12 -0.033
C -24.322 -3.107 1.068 -0.42 0.41 1.27 -0.385
C -23.959 -1.625 1.260 -0.07 -0.69 1.95 -0.219
O -24.816 -0.811 0.523 -0.02 1.28 -0.15 -0.151
C -24.244 0.496 0.350 0.17 0.63 -1.36 -0.071
N -23.727 -3.492 -0.180 0.64 -1.23 -0.82 0.057
H -23.010 -3.921 2.706 0.64 -0.29 -0.76 0.063
H -24.198 -5.069 1.939 0.26 -0.08 0.20 0.063
H -24.544 -3.859 3.192 -0.90 0.22 -0.45 0.081
H -25.386 -3.284 0.911 -0.33 0.68 0.16 0.133
H -22.900 -1.464 1.055 0.29 -0.11 -0.94 0.115
H -23.909 -1.368 2.318 -0.88 0.24 0.48 0.130
H -24.790 1.164 -0.316 -0.89 -0.83 -0.49 0.086
H -23.305 0.368 -0.189 0.45 0.09 0.41 0.077
H -24.159 1.214 1.165 0.32 -1.00 1.06 0.092
H -22.814 -3.060 -0.200 0.33 0.06 -0.35 0.059
H -24.278 -3.066 -0.911 0.07 0.07 -0.24 0.041
C -19.550 -6.896 0.273 0.06 0.90 0.78 -0.048
C -20.575 -5.753 0.652 0.23 -1.09 -1.60 -0.353
C -20.059 -4.295 0.332 0.46 -0.85 2.14 -0.166
O -19.086 -3.921 1.295 0.22 0.17 0.38 -0.173
C -19.585 -3.770 2.619 -0.34 -0.37 0.63 -0.096
N -21.761 -5.939 -0.213 -0.54 -0.15 -0.32 0.029
H -18.728 -6.994 0.982 0.49 1.05 -0.16 0.076
H -19.204 -6.694 -0.741 0.28 -0.16 0.06 0.064
H -19.830 -7.945 0.373 -1.31 0.07 -0.41 0.062
H -20.911 -5.898 1.679 0.49 0.46 0.20 0.121
H -20.864 -3.569 0.446 -0.44 -0.16 -0.43 0.097
H -19.553 -4.165 -0.624 -0.36 -0.40 -0.18 0.130
H -20.569 -4.215 2.765 -0.19 -0.18 -0.31 0.058
H -19.707 -2.758 3.004 0.42 0.39 -0.62 0.077
H -18.951 -4.291 3.337 0.32 0.04 -0.19 0.088
H -22.450 -5.246 0.043 -0.06 0.88 -0.21 0.004
H -22.290 -6.749 0.079 0.40 -0.84 0.09 0.063
C -12.331 4.452 -0.085 -1.12 -0.24 1.25 -0.045
C -13.434 5.509 0.306 0.60 1.59 -1.42 -0.396
C -14.894 5.045 0.057 -0.09 -0.85 0.34 -0.204
O -15.232 4.757 -1.296 0.56 0.81 -0.14 -0.209
C -16.467 4.047 -1.503 1.51 0.52 0.17 -0.085
N -13.247 6.089 1.661 -0.32 -1.11 0.69 0.010
H -12.511 3.953 -1.037 -0.22 0.23 0.04 0.068
H -12.413 3.719 0.718 -0.38 -0.55 -0.06 0.067
H -11.261 4.635 0.008 -0.14 1.21 -0.28 0.064
H -13.389 6.454 -0.235 0.40 -0.47 -1.50 0.120
H -15.595 5.804 0.405 0.07 0.27 0.36 0.119
H -15.061 4.139 0.641 -0.15 -0.25 0.33 0.118
H -16.329 3.141 -0.915 -0.80 -0.42 -0.40 0.078
H -16.493 3.939 -2.588 -0.02 -0.67 0.12 0.081
H -17.379 4.592 -1.260 0.06 0.22 0.57 0.079
H -12.495 6.762 1.637 0.39 -0.21 -0.16 0.065
H -14.043 6.676 1.868 -0.40 -0.11 0.12 0.056
C -18.231 4.247 -6.464 -0.86 -0.82 -1.17 -0.055
C -18.263 2.690 -6.464 -0.45 1.74 0.78 -0.441
C -19.655 2.090 -6.809 1.38 -0.27 -0.96 -0.153
O -19.472 0.660 -6.977 -0.87 1.42 1.03 -0.215
C -19.156 0.062 -5.728 -0.16 -1.29 -0.85 -0.106
N -17.237 2.162 -7.372 -0.44 0.10 0.69 0.054
H -17.309 4.691 -6.087 0.01 -0.29 -0.08 0.076
H -19.083 4.703 -5.959 -0.03 -0.13 0.31 0.060
H -18.363 4.466 -7.524 0.28 0.60 -0.07 0.074
H -17.940 2.455 -5.450 -0.66 -0.60 0.40 0.116
H -20.007 2.406 -7.791 0.30 0.29 -0.13 0.129
H -20.453 2.377 -6.124 0.14 -0.34 0.50 0.103
H -18.095 -0.186 -5.697 0.21 0.29 0.33 0.093
H -19.667 -0.897 -5.816 -0.09 -0.28 0.60 0.078
H -19.480 0.584 -4.828 0.01 0.19 -0.26 0.078
H -16.516 1.989 -6.686 0.91 -0.19 -0.60 0.074
H -17.602 1.243 -7.579 0.26 -0.43 -0.50 0.051
C -28.649 -3.096 -2.024 0.24 -0.92 -0.15 -0.044
C -27.488 -2.510 -2.897 -0.88 0.96 0.75 -0.371
C -27.750 -0.948 -3.168 0.18 -1.72 0.30 -0.178
O -29.033 -0.668 -3.629 -1.28 0.05 -0.87 -0.164
C -29.359 -1.258 -4.877 0.76 -1.62 0.09 -0.099
N -26.155 -2.739 -2.313 -0.61 -0.15 0.73 0.054
H -29.069 -2.586 -1.158 0.61 0.78 -0.14 0.086
H -28.350 -4.064 -1.621 0.43 -0.17 0.08 0.052
H -29.535 -3.376 -2.594 0.07 0.39 -0.50 0.073
H -27.469 -3.139 -3.788 -0.28 0.44 -0.51 0.092
H -26.966 -0.558 -3.817 0.15 0.08 -0.34 0.110
H -27.700 -0.411 -2.220 0.29 -0.19 0.15 0.135
H -29.192 -2.334 -4.849 0.58 -0.48 0.34 0.056
H -28.697 -0.937 -5.681 -0.28 0.62 -0.19 0.088
H -30.409 -1.352 -5.153 -0.16 1.52 0.35 0.098
H -25.440 -2.195 -2.775 -0.24 0.13 -0.36 0.019
H -26.167 -2.340 -1.385 -0.04 0.08 0.55 0.067
C -17.221 -0.792 3.566 0.74 0.45 -0.94 -0.061
C -16.810 -1.936 4.444 -0.95 1.42 1.43 -0.428
C -15.715 -1.637 5.480 2.61 0.00 -1.62 -0.208
O -15.521 -2.704 6.402 -0.25 0.17 1.59 -0.219
C -14.918 -3.887 5.885 -0.75 1.09 -1.53 -0.077
N -17.914 -2.128 5.361 -1.19 -2.44 0.92 0.026
H -18.267 -0.812 3.260 -0.10 -0.32 0.39 0.055
H -16.692 -0.796 2.612 0.38 0.37 0.08 0.083
H -17.053 0.131 4.120 0.01 0.25 -0.30 0.087
H -16.622 -2.855 3.888 -0.01 -0.03 0.01 0.126
H -15.877 -0.684 5.984 -0.77 -0.38 0.51 0.132
H -14.734 -1.425 5.054 0.41 -0.25 -0.65 0.117
H -15.687 -4.330 5.252 0.24 -0.56 -0.26 0.077
H -14.580 -4.648 6.589 -0.16 0.71 0.54 0.091
H -14.106 -3.529 5.252 0.39 -0.52 -0.11 0.088
H -17.399 -2.538 6.127 -0.95 -0.80 0.72 0.048
H -18.379 -1.357 5.817 0.29 0.83 -0.85 0.084
C -22.053 4.887 -3.431 -1.98 1.47 0.38 -0.074
C -21.924 3.683 -2.507 0.74 1.27 -2.77 -0.417
C -22.365 2.455 -3.297 -0.74 -0.07 1.70 -0.200
O -23.753 2.483 -3.550 0.14 0.53 -0.70 -0.159
C -24.217 1.328 -4.201 -0.57 -0.46 1.09 -0.113
N -20.512 3.660 -2.292 1.57 -1.14 0.73 0.056
H -21.788 4.858 -4.488 0.61 -1.04 0.04 0.078
H -21.503 5.734 -3.020 -0.18 0.10 0.17 0.081
H -23.109 5.144 -3.510 -0.14 0.41 0.22 0.077
H -22.397 3.857 -1.540 -0.55 -0.29 -0.22 0.142
H -22.157 1.644 -2.598 0.20 -0.74 -0.35 0.109
H -21.824 2.357 -4.238 0.35 0.01 0.04 0.117
H -24.486 0.624 -3.413 -0.23 -0.38 0.03 0.063
H -23.492 0.784 -4.805 0.31 0.43 -0.39 0.083
H -25.126 1.555 -4.757 0.18 0.15 -0.18 0.091
H -20.000 3.966 -3.107 -0.04 0.18 -0.15 0.070
H -20.192 2.713 -2.150 0.36 -0.19 0.47 0.039
C -25.503 -6.329 -0.841 -1.49 0.34 0.43 -0.055
C -25.188 -6.502 -2.298 -0.75 -1.26 1.44 -0.426
C -26.525 -6.528 -3.139 3.95 0.64 0.43 -0.097
O -26.028 -6.520 -4.516 -2.69 0.01 0.17 -0.345
C -27.180 -6.272 -5.364 -0.16 -1.09 -0.77 -0.081
N -24.172 -5.525 -2.669 -0.76 -0.40 -1.04 0.025
H -25.974 -5.360 -0.674 0.31 0.23 0.34 0.078
H -24.610 -6.482 -0.235 -0.18 0.20 0.12 0.073
H -26.265 -7.063 -0.580 0.09 -0.21 0.36 0.095
H -24.714 -7.477 -2.183 -0.05 -0.36 -1.38 0.107
H -27.021 -5.580 -2.929 -0.41 -0.08 -0.11 0.111
H -27.080 -7.408 -2.815 -0.27 0.01 -0.58 0.142
H -26.937 -6.140 -6.419 0.78 0.37 0.12 0.094
H -27.831 -5.455 -5.055 0.33 0.22 0.38 0.094
H -27.804 -7.163 -5.437 -0.13 -0.19 0.52 0.100
H -23.600 -5.424 -1.844 0.85 0.02 0.09 0.047
H -24.695 -4.661 -2.659 -0.05 0.96 -0.44 0.052
```
Positions in Å, forces in eV/Å.